No. 1
# C4H9NO2

An isolated molecule of C4H9NO2 (ωB97M-V/def2-TZVPD, OMol25).

SMILES: CNCC(=O)OC
Charge: 0
E: -9878.858 eV
Kohn-Sham gap: 9.9 eV
HOMO: -9.0249 eV
ΔE to the lowest compared entry with this formula, charge and spin: 116.1 kJ/mol

CARTESIAN COORDINATES (ANGSTROEM)
1 C -2.595 0.403 -0.193
2 N -1.749 -0.697 0.246
3 C -0.516 -0.282 0.877
4 C 0.663 -0.243 -0.080
5 O 0.630 -0.646 -1.220
6 O 1.768 0.232 0.512
7 C 2.952 0.183 -0.288
8 H -2.993 0.931 0.682
9 H -3.449 -0.009 -0.740
10 H -2.093 1.142 -0.841
11 H -1.502 -1.268 -0.557
12 H -0.243 -0.971 1.687
13 H -0.627 0.703 1.343
14 H 3.727 0.675 0.300
15 H 2.798 0.701 -1.238
16 H 3.228 -0.856 -0.489

=====

No. 2
# C4H9NO2

An isolated molecule of C4H9NO2 (ωB97M-V/def2-TZVPD, OMol25).

SMILES: COCCNC=O
Charge: 0
E: -9878.759 eV
Kohn-Sham gap: 10.7 eV
HOMO: -9.7680 eV
ΔE to the lowest compared entry with this formula, charge and spin: 125.6 kJ/mol

CARTESIAN COORDINATES (ANGSTROEM)
1 C 0.912 -1.202 -1.907
2 O 1.017 -0.297 -0.838
3 C -0.101 0.556 -0.742
4 C -0.009 1.279 0.592
5 N 0.016 0.343 1.699
6 C -1.141 -0.139 2.228
7 O -2.251 0.287 1.972
8 H 0.038 -1.862 -1.790
9 H 0.827 -0.680 -2.873
10 H 1.820 -1.810 -1.912
11 H -1.036 -0.026 -0.777
12 H -0.117 1.278 -1.575
13 H -0.877 1.930 0.724
14 H 0.900 1.889 0.623
15 H 0.847 -0.222 1.794
16 H -0.967 -0.960 2.949

=====

No. 3
# C4H9NO2

An isolated molecule of C4H9NO2 (ωB97M-V/def2-TZVPD, OMol25).

SMILES: C[C@@H]1C[C@@](N)(O)O1
Charge: 0
E: -9878.666 eV
Kohn-Sham gap: 10.7 eV
HOMO: -9.7955 eV
ΔE to the lowest compared entry with this formula, charge and spin: 134.5 kJ/mol

CARTESIAN COORDINATES (ANGSTROEM)
1 C 0.310 1.208 -1.747
2 C -0.102 -0.046 -1.006
3 O 0.950 -0.534 -0.137
4 C -1.056 0.077 0.186
5 C 0.022 -0.686 0.970
6 O -0.198 -2.050 1.172
7 N 0.388 -0.130 2.218
8 H 0.769 1.914 -1.048
9 H -0.553 1.696 -2.213
10 H 1.037 0.981 -2.534
11 H -0.402 -0.832 -1.712
12 H 0.229 -2.486 0.423
13 H -1.162 1.110 0.534
14 H -2.031 -0.411 0.135
15 H 1.150 -0.657 2.631
16 H 0.647 0.845 2.127

=====

No. 4
# C4H9NO2

An isolated molecule of C4H9NO2 (ωB97M-V/def2-TZVPD, OMol25).

SMILES: C=C(N)O[C@@H](C)O
Charge: 0
E: -9878.234 eV
Kohn-Sham gap: 9.2 eV
HOMO: -8.2210 eV
ΔE to the lowest compared entry with this formula, charge and spin: 176.2 kJ/mol

CARTESIAN COORDINATES (ANGSTROEM)
1 C 1.938 -0.250 -0.899
2 C 0.504 -0.460 -1.392
3 O -0.013 -1.681 -1.000
4 C -0.353 0.331 1.245
5 C -0.997 0.635 0.107
6 O -0.375 0.671 -1.097
7 N -2.362 0.871 0.019
8 H 2.103 -0.706 0.085
9 H 2.172 0.816 -0.838
10 H 2.633 -0.732 -1.595
11 H 0.469 -0.467 -2.479
12 H 0.097 -1.761 -0.039
13 H -0.908 0.138 2.152
14 H 0.726 0.365 1.275
15 H -2.660 1.428 -0.770
16 H -2.769 1.190 0.887

=====

No. 5
# C4H9NO2

An isolated molecule of C4H9NO2 (ωB97M-V/def2-TZVPD, OMol25).

SMILES: O=CCCNCO
Charge: 0
E: -9877.648 eV
Kohn-Sham gap: 10.5 eV
HOMO: -9.7961 eV
ΔE to the lowest compared entry with this formula, charge and spin: 232.8 kJ/mol

CARTESIAN COORDINATES (ANGSTROEM)
1 C -0.095 -0.141 -0.126
2 C -0.966 -0.325 1.132
3 C -0.593 -1.443 2.086
4 O -0.331 -2.562 1.703
5 N -0.188 1.300 -0.508
6 C 0.267 1.472 -1.897
7 O 1.662 1.256 -2.080
8 H -0.434 -0.755 -0.951
9 H 0.933 -0.370 0.165
10 H -1.177 0.668 1.509
11 H -1.950 -0.654 0.777
12 H -0.517 -1.300 3.165
13 H 0.503 1.814 0.031
14 H -0.101 2.444 -2.222
15 H -0.163 0.715 -2.565
16 H 2.127 1.248 -1.262

=====

No. 6
# C4H9NO2

An isolated molecule of C4H9NO2 (ωB97M-V/def2-TZVPD, OMol25).

SMILES: CN(C=O)CCO
Charge: 0
E: -9877.111 eV
Kohn-Sham gap: 9.6 eV
HOMO: -8.9228 eV
ΔE to the lowest compared entry with this formula, charge and spin: 284.6 kJ/mol

CARTESIAN COORDINATES (ANGSTROEM)
1 C 0.482 -1.276 -1.217
2 N 0.042 0.025 -0.814
3 C -1.149 0.589 -1.500
4 C 0.750 0.553 0.343
5 C 0.488 -0.242 1.591
6 O -0.939 -0.221 1.955
7 O 0.710 -1.483 -2.401
8 H 1.005 -1.682 -0.261
9 H -1.622 -0.116 -2.200
10 H -1.012 1.467 -2.038
11 H -1.918 0.746 -0.783
12 H 1.817 0.595 0.204
13 H 0.458 1.609 0.682
14 H 1.109 0.163 2.431
15 H 0.891 -1.311 1.571
16 H -1.110 0.583 2.438

=====

No. 7
# C4H9NO2

A cluster of 2 separate species, C4H9NO2 in total (ωB97M-V/def2-TZVPD, OMol25).

SMILES: C[C@H]1CO1.[H]/N=C/O
Charge: 0
E: -9877.139 eV
Kohn-Sham gap: 10.9 eV
HOMO: -9.8286 eV
ΔE to the lowest compared entry with this formula, charge and spin: 281.9 kJ/mol

CARTESIAN COORDINATES (ANGSTROEM)
1 C -0.999 1.078 -0.548
2 C -0.936 0.163 0.669
3 C -1.589 -1.143 0.604
4 O -0.208 -1.096 0.846
5 N 1.646 0.702 0.311
6 C 2.206 -0.141 -0.459
7 O 1.738 -1.360 -0.703
8 H -0.484 2.030 -0.395
9 H -2.065 1.304 -0.709
10 H -0.619 0.629 -1.469
11 H -0.892 0.694 1.615
12 H -2.196 -1.500 1.422
13 H -1.828 -1.509 -0.392
14 H 0.933 -1.465 -0.115
15 H 2.160 1.574 0.326
16 H 3.133 0.040 -1.004

=====

No. 8
# C4H9NO2

An isolated molecule of C4H9NO2 (ωB97M-V/def2-TZVPD, OMol25).

SMILES: C[C@@H](CO)NC=O
Charge: 0
E: -9879.146 eV
Kohn-Sham gap: 10.7 eV
HOMO: -10.0211 eV
ΔE to the lowest compared entry with this formula, charge and spin: 88.2 kJ/mol

CARTESIAN COORDINATES (ANGSTROEM)
1 C -0.074 -1.330 -1.009
2 C -0.171 -0.563 0.308
3 C 1.207 -0.162 0.841
4 O 1.135 0.494 2.087
5 N -1.057 0.601 0.184
6 C -0.874 1.565 -0.757
7 O 0.149 1.761 -1.387
8 H -1.042 -1.768 -1.274
9 H 0.660 -2.137 -0.924
10 H 0.239 -0.666 -1.821
11 H -0.634 -1.195 1.073
12 H 1.783 -1.078 1.010
13 H 1.731 0.441 0.089
14 H 0.720 1.352 1.934
15 H -1.995 0.510 0.549
16 H -1.779 2.177 -0.904

=====

No. 9
# C4H9NO2

An isolated molecule of C4H9NO2 (ωB97M-V/def2-TZVPD, OMol25).

SMILES: N[C@@H](C=O)CCO
Charge: 0
E: -9876.084 eV
Kohn-Sham gap: 10.3 eV
HOMO: -9.8113 eV
ΔE to the lowest compared entry with this formula, charge and spin: 383.7 kJ/mol

CARTESIAN COORDINATES (ANGSTROEM)
1 O -2.579 0.612 1.054
2 C -1.927 0.285 0.032
3 C -0.657 -0.683 0.031
4 C 0.179 0.565 -0.269
5 C 1.751 0.251 -0.407
6 O 1.915 -0.604 -1.561
7 N -0.508 -1.171 1.523
8 H -1.910 0.888 -0.876
9 H -0.281 -1.517 -0.648
10 H -0.079 1.332 -1.139
11 H 0.194 1.378 0.581
12 H 2.359 1.162 -0.386
13 H 2.215 -0.299 0.471
14 H 1.282 -0.224 -2.226
15 H -1.458 -1.522 1.589
16 H -0.497 -0.453 2.230

=====

No. 10
# C4H9NO2

An isolated molecule of C4H9NO2 (ωB97M-V/def2-TZVPD, OMol25).

Charge: 0
E: -9876.062 eV
Kohn-Sham gap: 8.6 eV
HOMO: -7.7873 eV
ΔE to the lowest compared entry with this formula, charge and spin: 385.8 kJ/mol

CARTESIAN COORDINATES (ANGSTROEM)
1 C -1.144 1.589 -0.271
2 C -0.321 0.388 0.200
3 C -1.066 -0.859 -0.196
4 O -0.425 -2.079 0.872
5 N 1.021 0.498 -0.426
6 C 2.049 -0.319 -0.188
7 O 2.039 -1.289 0.576
8 H -0.592 2.526 -0.135
9 H -2.074 1.655 0.302
10 H -1.404 1.477 -1.331
11 H -0.150 0.472 1.286
12 H -2.050 -0.801 0.292
13 H -0.570 -2.546 0.020
14 H 0.562 -1.861 0.872
15 H 1.154 1.199 -1.139
16 H 2.970 -0.050 -0.732

=====

No. 11
# C4H9NO2

An isolated molecule of C4H9NO2 (ωB97M-V/def2-TZVPD, OMol25).

SMILES: C[C@@H](O)CNC=O
Charge: 0
E: -9877.788 eV
Kohn-Sham gap: 10.1 eV
HOMO: -9.4304 eV
ΔE to the lowest compared entry with this formula, charge and spin: 219.2 kJ/mol

CARTESIAN COORDINATES (ANGSTROEM)
1 C 1.206 0.689 1.506
2 C 0.640 0.145 0.199
3 O 1.575 -0.239 -0.727
4 C -0.459 -0.957 0.396
5 N -1.516 -0.616 -0.552
6 C -1.105 0.164 -1.598
7 O -0.156 -0.071 -2.358
8 H 0.407 1.155 2.099
9 H 1.981 1.428 1.287
10 H 1.654 -0.099 2.120
11 H -0.035 0.968 -0.311
12 H 0.942 -0.303 -1.630
13 H -0.044 -1.943 0.188
14 H -0.886 -0.950 1.403
15 H -2.360 -0.267 -0.117
16 H -1.845 0.895 -1.905

=====

No. 12
# C4H9NO2

A structure of composition C4H9NO2 (ωB97M-V/def2-TZVPD, OMol25).

Charge: 0
E: -9873.675 eV
Kohn-Sham gap (alpha / beta): 9.3 / 6.6 eV
HOMO (alpha / beta): -9.0580 / -7.2730 eV
ΔE to the lowest compared entry with this formula, charge and spin: 616.2 kJ/mol

CARTESIAN COORDINATES (ANGSTROEM)
1 C -1.709 0.866 -0.172
2 N -1.162 -0.467 -0.026
3 C -0.642 -0.708 1.294
4 C 0.772 -0.883 0.850
5 O 1.471 -1.825 0.628
6 O 1.145 0.421 0.268
7 C 2.037 0.398 -0.635
8 H -2.652 0.968 0.396
9 H -1.940 1.044 -1.229
10 H -1.043 1.680 0.168
11 H -0.043 -0.498 -1.487
12 H -0.986 -1.647 1.742
13 H -0.757 0.118 2.012
14 H 2.333 1.363 -1.037
15 H 0.598 -0.304 -1.940
16 H 2.579 -0.525 -0.832

=====

No. 13
# C4H9NO2

A structure of composition C4H9NO2 (ωB97M-V/def2-TZVPD, OMol25).

Charge: 0
E: -9876.588 eV
Kohn-Sham gap: 10.3 eV
HOMO: -9.3003 eV
ΔE to the lowest compared entry with this formula, charge and spin: 335.1 kJ/mol

CARTESIAN COORDINATES (ANGSTROEM)
1 C 0.342 -1.226 0.084
2 C -1.594 1.570 1.186
3 C 1.125 -1.965 -0.933
4 C -0.077 0.180 0.013
5 N 1.000 0.963 -0.560
6 O -0.493 0.673 1.281
7 O -0.984 -0.378 -0.777
8 H 0.208 -1.714 1.046
9 H 1.430 1.605 0.093
10 H 0.748 1.400 -1.437
11 H -1.311 2.499 0.679
12 H -2.429 1.112 0.653
13 H -1.890 1.793 2.210
14 H 1.168 -1.399 -1.859
15 H 0.636 -2.924 -1.124
16 H 2.122 -2.188 -0.552

=====

No. 14
# C4H9NO2

An isolated molecule of C4H9NO2 (ωB97M-V/def2-TZVPD, OMol25).

SMILES: C[C@@H](O)CNC=O
Charge: 0
E: -9878.850 eV
Kohn-Sham gap: 10.6 eV
HOMO: -9.8940 eV
ΔE to the lowest compared entry with this formula, charge and spin: 116.8 kJ/mol

CARTESIAN COORDINATES (ANGSTROEM)
1 C -2.008 -0.623 -0.317
2 C -0.517 -0.441 -0.489
3 O -0.409 0.556 -1.485
4 C 0.190 -0.332 0.907
5 N 1.599 -0.033 0.722
6 C 1.938 1.158 0.185
7 O 1.173 2.103 0.044
8 H -2.310 -1.552 0.169
9 H -2.398 -0.572 -1.335
10 H -2.376 0.250 0.232
11 H -0.043 -1.338 -0.917
12 H 0.090 1.348 -1.230
13 H -0.255 0.399 1.596
14 H 0.138 -1.293 1.460
15 H 2.226 -0.816 0.606
16 H 2.967 1.172 -0.200

=====

No. 15
# C4H9NO2

An isolated molecule of C4H9NO2 (ωB97M-V/def2-TZVPD, OMol25).

SMILES: CN1[C@@H](O)[C@@]1(C)O
Charge: 0
E: -9876.602 eV
Kohn-Sham gap: 8.8 eV
HOMO: -8.0645 eV
ΔE to the lowest compared entry with this formula, charge and spin: 333.8 kJ/mol

CARTESIAN COORDINATES (ANGSTROEM)
1 C 0.704 0.377 0.263
2 C -1.493 -1.457 -0.114
3 C 1.966 0.448 -0.550
4 C -0.604 0.804 -0.267
5 O -1.482 1.416 0.621
6 O 0.838 0.371 1.618
7 N -0.422 -0.576 -0.510
8 H -2.347 0.991 0.589
9 H 1.661 -0.071 1.867
10 H -0.353 1.473 -1.126
11 H -1.108 -2.476 -0.055
12 H -1.959 -1.172 0.838
13 H -2.236 -1.468 -0.920
14 H 2.538 1.343 -0.303
15 H 2.573 -0.435 -0.345
16 H 1.724 0.432 -1.608

=====

No. 16
# C4H9NO2

A cluster of 2 separate species, C4H9NO2 in total (ωB97M-V/def2-TZVPD, OMol25).

SMILES: NC(=O)C/C=C\O.[H][H]
Charge: 0
E: -9876.611 eV
Kohn-Sham gap: 8.9 eV
HOMO: -8.5975 eV
ΔE to the lowest compared entry with this formula, charge and spin: 332.8 kJ/mol

CARTESIAN COORDINATES (ANGSTROEM)
1 N 1.431 0.409 1.522
2 C 1.414 -0.883 1.095
3 O 2.002 -1.788 1.659
4 C 0.594 -1.098 -0.155
5 C -0.725 -0.393 -0.209
6 C -0.856 0.763 -0.907
7 O 0.194 1.633 -0.907
8 H 2.048 0.638 2.282
9 H 1.035 1.150 0.960
10 H 1.182 -0.798 -1.030
11 H 0.419 -2.178 -0.247
12 H -2.790 -0.342 -0.701
13 H -1.495 -0.809 0.430
14 H -1.613 1.021 -1.641
15 H -2.906 0.381 -0.558
16 H 0.066 2.295 -1.593

=====

No. 17
# C4H9NO2

An isolated molecule of C4H9NO2 (ωB97M-V/def2-TZVPD, OMol25).

SMILES: C[C@@H](CO)/N=C/O
Charge: 0
E: -9878.653 eV
Kohn-Sham gap: 10.9 eV
HOMO: -9.9326 eV
ΔE to the lowest compared entry with this formula, charge and spin: 135.8 kJ/mol

CARTESIAN COORDINATES (ANGSTROEM)
1 C -1.073 -1.408 0.721
2 C -0.003 -0.340 0.519
3 C 1.239 -0.910 -0.170
4 O 2.229 0.075 -0.374
5 N -0.557 0.667 -0.354
6 C -0.333 1.899 -0.207
7 O -0.869 2.756 -1.092
8 H -1.946 -0.977 1.221
9 H -0.702 -2.242 1.323
10 H -1.401 -1.789 -0.253
11 H 0.312 0.077 1.489
12 H 1.689 -1.681 0.461
13 H 0.936 -1.376 -1.121
14 H 1.900 0.666 -1.063
15 H -1.365 2.159 -1.683
16 H 0.257 2.410 0.563

=====

No. 18
# C4H9NO2

A cluster of 2 separate species, C4H9NO2 in total (ωB97M-V/def2-TZVPD, OMol25).

SMILES: C=C(C)O.NC=O
Charge: 0
E: -9878.529 eV
Kohn-Sham gap: 9.9 eV
HOMO: -9.1149 eV
ΔE to the lowest compared entry with this formula, charge and spin: 147.8 kJ/mol

CARTESIAN COORDINATES (ANGSTROEM)
1 C -0.445 1.396 -1.732
2 N -1.218 2.488 -1.520
3 O -0.424 0.720 -2.735
4 H 0.120 1.094 -0.848
5 H -1.312 2.874 -0.601
6 H -1.917 2.712 -2.211
7 C -0.466 -0.096 1.383
8 C 0.592 -0.760 0.923
9 O 1.680 -0.061 0.469
10 C 0.656 -2.242 0.791
11 H -1.360 -0.624 1.673
12 H -0.403 0.966 1.582
13 H 2.482 -0.559 0.651
14 H -0.337 -2.688 0.820
15 H 1.059 -2.516 -0.191
16 H 1.293 -2.703 1.547

=====

No. 19
# C4H9NO2

A structure of composition C4H9NO2 (ωB97M-V/def2-TZVPD, OMol25).

Charge: 0
E: -9876.921 eV
Kohn-Sham gap: 10.3 eV
HOMO: -9.3699 eV
ΔE to the lowest compared entry with this formula, charge and spin: 302.9 kJ/mol

CARTESIAN COORDINATES (ANGSTROEM)
1 C 1.336 1.616 1.647
2 C -0.080 1.255 0.984
3 N 0.164 0.578 -0.248
4 C -0.745 -0.425 -0.430
5 O -1.209 -1.054 0.499
6 O -0.966 -0.746 -1.719
7 C -0.661 -2.134 -1.872
8 H 2.109 2.089 1.015
9 H 1.235 2.201 2.561
10 H 1.807 0.659 1.970
11 H -0.522 0.569 1.675
12 H -1.374 1.689 0.656
13 H 0.593 1.117 -0.994
14 H -0.558 -2.300 -2.940
15 H 0.293 -2.329 -1.368
16 H -1.423 -2.785 -1.437

=====

No. 20
# C4H9NO2

A cluster of 2 separate species, C4H9NO2 in total (ωB97M-V/def2-TZVPD, OMol25).

SMILES: CCC=O.NC=O
Charge: 0
E: -9879.036 eV
Kohn-Sham gap: 10.4 eV
HOMO: -9.7482 eV
ΔE to the lowest compared entry with this formula, charge and spin: 98.8 kJ/mol

CARTESIAN COORDINATES (ANGSTROEM)
1 C 2.247 0.488 0.945
2 C 0.475 -1.259 0.801
3 O -0.700 -1.411 1.060
4 C 1.085 -0.067 0.115
5 C -2.136 0.310 -1.731
6 O -2.562 1.017 -2.622
7 N -2.445 0.420 -0.417
8 H 1.880 0.995 1.843
9 H 2.834 1.206 0.366
10 H 2.921 -0.315 1.263
11 H 1.202 -2.047 1.090
12 H -1.423 -0.520 -1.915
13 H 0.313 0.686 -0.072
14 H 1.461 -0.412 -0.859
15 H -3.114 1.120 -0.134
16 H -2.038 -0.211 0.265